# C30H33BF4N4RuSi

A structure of composition C30H33BF4N4RuSi (the ωB97M-V functional and the def2-TZVPD basis, the Open Molecules 2025 dataset).

Values from the calculation:
⟨S²⟩ = 6.021
frontier orbital gap (spin up / spin down) = 6.86 / 5.03 eV
charge = +2
HOMO level (spin up / spin down) = -14.3 / -14.3 eV
multiplicity = 5

Positions of all 74 atoms, in Å:
Ru1 -0.26556 -0.17818 0.07447
C1 0.58082 0.36067 -1.63597
Si1 0.58987 -1.19385 -2.88485
C2 -0.58071 -2.34815 -1.95144
N1 -0.39359 -2.21010 -0.47137
C3 0.93913 -2.72036 -0.00372
C4 1.00718 -4.23710 0.27312
C5 -0.23744 -4.99349 -0.17266
C6 -1.49389 -4.35447 0.41323
C7 -1.52758 -2.81667 0.30323
C8 2.32187 -1.82855 -3.01017
C9 2.52902 -3.20318 -3.18539
C10 3.80628 -3.70696 -3.37897
C11 4.89451 -2.84455 -3.39287
C12 4.70678 -1.48005 -3.22281
C13 3.42871 -0.97511 -3.03642
C14 -0.11639 -0.54674 -4.44871
C15 -1.44976 -0.11866 -4.52874
C16 -1.95954 0.34485 -5.72823
C17 -1.14396 0.39566 -6.85380
C18 0.17931 -0.01548 -6.78603
C19 0.69673 -0.48216 -5.58740
H1 -0.05909 1.09655 -2.12614
H2 1.58420 0.75640 -1.44439
H3 -0.47861 -3.39273 -2.24158
H4 -1.60692 -2.05150 -2.17599
H5 1.17363 -2.19729 0.92751
H6 1.67623 -2.42584 -0.74808
H7 1.13464 -4.38217 1.34799
H8 1.89923 -4.63471 -0.21052
H9 -0.16976 -6.02334 0.17592
H10 -0.29244 -5.05998 -1.25973
H11 -1.54665 -4.60855 1.47309
H12 -2.38454 -4.77471 -0.05091
H13 -1.49176 -2.38329 1.30449
H14 -2.44377 -2.46445 -0.16860
H15 1.69185 -3.89392 -3.18754
H16 3.95250 -4.76864 -3.52632
H17 5.89153 -3.23610 -3.54400
H18 5.55480 -0.80883 -3.24473
H19 3.29904 0.09678 -2.93085
H20 -2.09637 -0.14888 -3.65809
H21 -2.99104 0.66427 -5.79101
H22 -1.54606 0.75880 -7.79032
H23 0.80658 0.02372 -7.66619
H24 1.72831 -0.80993 -5.54070
C20 0.16286 -3.57872 4.88136
C21 -0.98938 -2.81236 4.75701
C22 -0.99489 -1.69195 3.94197
C23 0.16006 -1.36885 3.24253
C24 1.31957 -2.12449 3.35359
C25 1.31721 -3.22828 4.19182
N2 0.13729 -0.22077 2.37476
N3 -0.00216 0.85982 2.95283
C26 -0.12378 1.99444 2.11788
C27 -0.29793 3.20797 2.73714
C28 -0.43748 4.34420 1.94395
C29 -0.38502 4.20712 0.57154
C30 -0.20135 2.94480 0.02159
N4 -0.07110 1.85038 0.77434
H25 0.16695 -4.44383 5.53016
H26 -1.88184 -3.07771 5.30681
H27 -1.87892 -1.07482 3.83800
H28 2.22562 -1.81927 2.84232
H29 2.22331 -3.80527 4.31757
H30 -0.32827 3.24017 3.81708
H31 -0.58623 5.31431 2.39819
H32 -0.48872 5.05890 -0.08495
H33 -0.16396 2.82014 -1.04987
F1 -2.20585 0.03137 1.12019
B1 -3.11411 0.46871 -0.01079
F2 -3.29330 1.79771 0.09354
F3 -2.18321 0.18157 -1.13131
F4 -4.17395 -0.34311 -0.06415

Force components x, y, z for each atom (eV/Å):
0.1 0.0 0.1
0.1 0.0 0.0
0.0 0.0 0.0
0.0 0.0 0.0
0.0 0.0 -0.1
0.0 0.0 0.0
0.0 0.0 0.0
0.0 0.0 0.0
0.0 -0.1 -0.1
-0.1 0.0 0.1
0.0 0.0 0.0
0.0 0.0 0.0
0.0 0.0 0.0
0.0 0.0 0.0
0.0 0.0 0.0
0.0 0.0 0.0
0.0 0.0 0.1
0.0 0.0 -0.1
0.0 0.0 0.0
0.0 0.0 0.0
0.0 0.0 0.0
-0.1 0.0 0.0
0.0 0.0 0.0
0.0 0.0 0.0
0.0 0.0 0.0
0.0 0.0 0.0
0.0 0.0 0.0
0.0 0.0 0.0
0.0 0.0 0.0
0.0 0.0 0.0
0.0 0.0 0.0
0.0 0.0 0.0
0.0 0.0 0.0
0.0 0.0 0.0
0.0 0.0 0.0
0.0 0.0 0.0
0.0 0.0 0.0
0.0 0.0 0.0
0.0 0.0 0.0
0.0 0.0 0.0
0.0 0.0 0.0
0.0 0.0 0.0
0.0 0.0 0.0
0.0 0.0 0.0
0.0 0.0 0.0
0.0 0.0 0.0
0.0 0.0 0.0
0.0 -0.1 0.0
-0.1 0.1 -0.1
0.0 -0.2 0.1
0.0 0.1 -0.1
0.0 0.0 0.0
0.0 0.2 0.0
0.0 0.0 0.0
0.0 0.0 -0.1
0.0 -0.1 0.0
0.0 0.0 0.0
0.0 0.0 0.0
0.0 0.1 0.0
-0.1 -0.2 -0.1
0.0 0.0 0.0
0.0 0.0 0.0
0.0 0.0 0.0
0.0 0.0 0.0
0.0 0.0 0.0
0.0 0.0 0.0
0.0 0.0 0.0
0.0 0.0 0.0
0.0 0.0 0.0
-0.1 0.0 -0.1
0.0 -0.1 0.0
0.0 0.1 0.0
-0.1 0.1 0.0
0.0 0.0 0.0